1.
ORCA calculation (ωB97M-V/def2-TZVPD) on a structure of composition C3H4HgMgO3.

Structure (XYZ):
```
12
Properties=species:S:1:pos:R:3
Mg -2.548 -0.542 -0.383
C 1.166 0.591 0.322
C 1.695 0.138 -0.891
O -1.315 -0.934 1.242
Hg -0.421 2.007 2.185
O 0.639 -0.596 0.916
O -0.215 -1.409 -0.812
C -0.393 -1.240 0.426
H 1.352 1.646 0.533
H 2.782 0.019 -0.888
H 1.436 0.599 -1.846
H -4.179 -0.279 -0.804
```

## Properties
⟨S²⟩	0.77
orbital gap (spin up / spin down)	0.2315 / 0.2298	hartree
total charge	+1
2S+1	2

Here are the Mulliken charges for atoms 1 to 5, given in e: atom 1 (Mg): 0.60, atom 2 (C): 0.16, atom 3 (C): -0.74, atom 4 (O): -0.69, atom 5 (Hg): 0.21

***

2.
ORCA calculation (ωB97M-V/def2-TZVPD) on a structure of composition C3H4I2O.

Structure (XYZ):
```
10
Properties=species:S:1:pos:R:3
H 1.028 -0.281 2.435
I 1.966 1.834 -0.090
H -0.759 -1.508 -1.371
H -0.969 1.390 -0.207
H -2.004 -0.100 -1.759
I 1.571 -1.718 -0.063
C -1.220 -0.474 -1.161
C 0.630 0.157 0.493
O 0.433 0.358 1.969
C -0.675 0.343 -0.246
```

## Properties
orbital gap	0.3277	hartree

Here are the Mulliken charges for atoms 1 to 5, given in e: atom 1 (H): 0.37, atom 2 (I): 0.10, atom 3 (H): 0.07, atom 4 (H): 0.31, atom 5 (H): 0.26